# 1
15
Properties=species:S:1:pos:R:3:nbo_charge:R:1 method="wB97M-V/def2-TZVPD" largest_force_ha_per_bohr=0.223 homo_energy_ev=-8.83 mol_weight_da=133.17 homo_lumo_gap_ev=9.0450
O 1.1726 -0.2364 1.9974 -0.52
C 1.0501 0.5347 1.1181 0.77
O 1.8751 1.5965 0.9339 -0.68
C -0.2308 0.6815 0.3140 -0.17
C 0.1392 0.4949 -1.3105 -0.48
S -0.0898 -1.3539 -1.6273 0.14
C -0.6587 -1.6856 0.0062 -0.37
N -1.1597 -0.4207 0.6006 -0.61
H 1.5506 2.2520 0.0959 0.49
H -0.7725 1.7218 0.4423 0.24
H -0.4288 0.8074 -1.9724 0.18
H 1.2518 0.6380 -1.3641 0.22
H -0.0840 -2.2062 0.5568 0.19
H -1.4816 -2.5279 0.0781 0.22
H -2.1334 -0.2963 0.1311 0.37

# 2
15
Properties=species:S:1:pos:R:3:nbo_charge:R:1 method="wB97M-V/def2-TZVPD" largest_force_ha_per_bohr=0.040 homo_energy_ev=-8.81 mol_weight_da=133.17 homo_lumo_gap_ev=8.9749
C -1.1793 -1.6595 -0.5194 -0.25
O -1.0997 -0.2983 -0.0320 -0.54
C -0.0131 0.5112 -0.4890 -0.10
C -0.4208 1.9549 -0.2483 0.43
O -1.4930 2.3043 0.1801 -0.47
C 1.2788 0.2104 0.2162 0.10
N 1.1375 -0.1781 1.5198 -0.77
S 2.7307 0.4661 -0.5496 -0.13
H -1.3254 -1.7414 -1.6141 0.18
H -1.9945 -2.1612 -0.0047 0.20
H -0.2521 -2.1832 -0.2763 0.17
H 0.0941 0.4661 -1.5903 0.23
H 0.3226 2.6394 -0.6138 0.13
H 1.9845 -0.2346 2.0940 0.42
H 0.2296 -0.0962 1.9273 0.41

# 3
16
Properties=species:S:1:pos:R:3:nbo_charge:R:1 method="wB97M-V/def2-TZVPD" largest_force_ha_per_bohr=0.089 homo_energy_ev=-8.76 mol_weight_da=165.24 homo_lumo_gap_ev=9.3353
C -1.4347 0.2385 -0.3651 -0.24
C -1.1281 -0.0227 1.1244 -0.56
C 2.0464 -0.1498 -1.0271 -0.63
C 0.8536 0.7675 -0.5261 -0.10
N -0.1985 0.0408 -1.0055 -0.66
O 0.4651 -2.1372 -2.3530 -0.89
O 0.4829 -2.2804 0.0680 -0.91
S 0.5802 0.5875 1.4442 0.06
S 0.6739 -1.4609 -1.1137 2.23
H -2.1210 -0.5261 -0.7324 0.23
H -1.7216 1.3642 -0.4605 0.22
H -1.7850 0.6099 1.8439 0.24
H -1.0710 -1.1338 1.2148 0.25
H 2.2663 0.3550 -2.0268 0.25
H 3.0104 -0.3415 -0.5344 0.26
H 0.9383 1.9157 -0.7555 0.24